[1]
7
Properties=species:S:1:pos:R:3 method="wB97M-V/def2-TZVPD" gap_ev="7.83 / 7.83" lumo_energy_ha="-0.0764 / -0.0764" e_homo_ev="-9.9 / -9.9"
Cl 0.478 0.741 -1.721
S -1.873 0.077 0.492
C 0.404 -0.295 -0.344
N 1.594 0.217 1.844
Cl 0.485 -1.966 -0.739
H -2.238 1.155 -0.336
C 1.150 0.071 0.804


[2]
62
Properties=species:S:1:pos:R:3 method="wB97M-V/def2-TZVPD" gap_ev=7.65 lumo_energy_ha=-0.1647 e_homo_ev=-12.1 total_charge=+1
C 2.972 1.453 0.149
H 0.768 -2.161 0.659
H 5.121 2.769 -2.326
C 2.505 0.052 -1.867
H -1.283 -1.332 0.562
C -5.254 -5.308 -0.707
H 2.086 4.359 2.885
H 1.688 3.815 1.271
O 1.885 2.286 -3.478
H -2.871 0.994 -0.520
H -1.170 2.853 -1.268
H 0.353 -1.584 4.581
B 3.129 2.030 -2.935
H -0.091 0.615 -1.484
O 3.519 0.740 -2.522
C 3.212 5.300 1.225
C 2.799 1.805 1.454
H -5.377 -5.496 -1.775
H -1.800 0.750 0.877
H -5.891 -3.270 -1.180
H -0.689 -0.333 2.656
S -3.597 -3.227 -0.537
O 1.836 -0.744 -2.476
H -3.829 -5.819 0.838
H -1.614 -0.114 -1.941
H 3.568 2.698 3.020
C -2.864 -4.833 -0.822
C -1.836 1.061 -0.172
H -3.690 -6.832 -0.600
H -1.042 -2.002 -1.016
H -6.065 -5.820 -0.190
H 2.484 5.870 0.641
H -1.892 -4.885 -0.335
C -3.881 -5.818 -0.253
H 1.512 -2.291 3.275
H 4.424 3.710 -3.643
C -1.441 2.555 -0.250
H -0.673 2.828 0.486
O -3.427 -2.414 -1.716
C 2.529 4.101 1.919
H 3.772 3.895 -1.962
H 3.956 4.906 0.530
H 1.835 1.359 3.190
H 1.429 2.865 -2.852
H 3.636 5.957 1.987
N 3.464 2.914 2.032
C 1.274 0.052 1.732
C -0.696 -1.205 -0.352
N 1.953 1.099 2.216
C -0.983 0.128 -1.081
C 1.431 -0.350 0.432
N 0.756 -1.476 -0.096
C 2.297 0.387 -0.409
C 4.187 3.200 -2.705
H -2.752 -4.958 -1.899
O -3.191 -2.762 0.771
H -5.665 -3.577 0.561
C 0.361 -0.634 2.695
H 3.675 2.043 -0.430
H -2.327 3.144 0.018
C 0.772 -1.549 3.578
C -5.295 -3.798 -0.439


[3]
51
Properties=species:S:1:pos:R:3 method="wB97M-V/def2-TZVPD" spin_multiplicity=3 gap_ev="7.67 / 8.24" lumo_energy_ha="-0.4025 / -0.4074" e_homo_ev="-18.6 / -19.3" total_charge=+3
C 2.444 -0.138 -2.916
C 0.660 -2.997 0.917
C -1.441 -2.440 0.089
C -2.193 3.605 0.223
C 0.490 3.188 0.587
C -1.163 0.231 -1.937
F 1.408 0.301 4.488
C -1.850 -3.755 0.150
C -0.184 -0.074 2.654
C 0.006 4.476 0.644
C -2.493 1.105 -0.039
C 0.029 -0.644 -2.386
C -1.645 2.343 0.182
C -2.361 -1.351 -0.419
H -1.769 5.689 0.532
H -1.990 0.046 -2.624
H 1.646 -2.656 1.203
C 0.317 -4.328 0.999
H -0.123 -1.686 -2.094
H 3.151 0.388 0.793
H -0.902 1.285 -2.028
H 0.005 -0.637 -3.475
F 1.589 1.388 2.601
C 1.203 0.231 3.227
H -3.200 -1.250 0.271
H -1.269 -5.751 0.697
C -0.965 -4.715 0.626
C -1.358 4.689 0.479
F 1.988 -0.742 2.656
F -1.081 0.923 2.892
N 1.720 -0.040 -0.657
C 2.986 0.245 -0.267
H -3.252 3.752 0.058
H -2.946 0.818 0.913
H 0.683 5.300 0.816
H -2.784 -1.635 -1.383
N -0.207 -2.052 0.490
H -3.305 1.312 -0.740
C 1.435 -0.232 -1.977
H -2.844 -4.040 -0.170
N -1.650 -0.036 -0.533
C 3.744 0.150 -2.516
H 5.023 0.560 -0.823
F -0.688 -1.196 3.168
H 4.537 0.222 -3.250
N -0.321 2.126 0.389
W 0.084 0.055 0.565
H 2.229 -0.303 -3.963
H 1.040 -5.050 1.354
H 1.544 2.979 0.702
C 4.021 0.341 -1.166


[4]
9
Properties=species:S:1:pos:R:3 method="wB97M-V/def2-TZVPD" spin_multiplicity=2 gap_ev="5.30 / 5.27" lumo_energy_ha="-0.0298 / -0.0312" e_homo_ev="-6.1 / -6.1"
H 3.661 -0.040 -0.252
C -1.351 -0.051 0.386
Li -1.506 -2.254 -1.529
H -1.749 -0.078 1.430
H -1.516 0.998 0.039
O 0.986 0.515 -0.003
C 0.165 -0.072 0.640
O -1.834 -0.992 -0.430
Na 3.143 1.975 -0.281


[5]
9
Properties=species:S:1:pos:R:3 method="wB97M-V/def2-TZVPD" gap_ev=10.05 lumo_energy_ha=0.0386 e_homo_ev=-9.0
H 0.845 -1.690 -0.115
H 0.389 -0.431 1.101
N 0.866 0.404 -0.700
H -0.173 2.102 -1.066
O -2.372 0.101 -0.229
H 2.055 -0.411 0.621
C 1.054 -0.626 0.280
N 0.042 1.275 -0.351
C -2.706 -0.723 0.460


[6]
109
Properties=species:S:1:pos:R:3 method="wB97M-V/def2-TZVPD" gap_ev=1.20 lumo_energy_ha=-0.3327 e_homo_ev=-10.3 total_charge=+2
C 3.473 2.686 -0.160
Cl -0.210 -0.509 6.995
F 7.103 -2.599 2.499
C 2.629 2.727 -1.456
F 9.701 -7.249 0.832
C 1.639 -1.279 0.475
H 1.007 4.088 -1.875
H -3.711 3.537 -1.510
O 0.421 -1.571 1.178
C 2.279 -3.382 -2.121
C 4.665 1.660 -0.214
N -0.883 1.864 1.015
C -4.040 -2.111 0.496
F 9.480 -5.841 2.641
H -2.913 0.122 2.117
Cs 6.430 -3.670 4.481
H -2.315 -2.017 1.786
As 6.526 -2.767 0.811
H 0.111 2.130 0.932
C -2.615 -1.571 0.814
O -3.944 2.478 1.365
H 1.462 -4.031 -1.750
C 0.668 -1.819 6.196
Br -2.883 -3.410 -1.881
H -7.489 0.408 -0.999
Br 0.905 4.138 -5.553
H 1.614 -3.476 0.321
H -1.493 4.802 -4.161
Cl -0.132 -3.358 6.530
C -1.368 2.351 -1.395
H 3.133 -2.780 0.902
H -0.126 5.449 -0.512
H 3.873 3.701 0.049
Br 1.644 -5.822 -3.192
F 5.126 -3.682 1.377
C 2.330 -2.649 0.147
H 1.024 3.581 -0.178
F 7.439 -4.238 0.660
H -4.515 1.766 1.684
H 0.533 1.143 -1.246
C -0.096 -0.425 1.809
H -1.551 5.153 -1.662
H -4.188 1.854 -1.814
Cl 0.695 -1.531 4.441
H -8.230 2.686 1.023
Br -6.956 -3.067 0.241
C -7.190 2.259 0.987
H -5.932 0.207 -0.173
C -3.261 2.098 0.182
C -1.227 5.344 -0.610
O -5.676 4.247 -0.290
H -6.047 0.862 -1.896
H 0.261 1.999 -2.756
H 2.869 2.424 0.742
H 4.762 1.168 -1.198
F -4.465 -1.235 -1.731
F -5.291 -4.551 -1.207
F 7.961 -1.848 0.250
H -7.144 1.303 1.537
H -1.830 -1.860 0.096
H -4.758 -1.329 0.814
H 1.408 -0.691 -0.438
H -4.177 -3.051 1.059
B 10.281 -6.176 1.524
O 2.967 -2.652 -1.114
Li 9.340 -2.829 0.866
C -4.135 2.638 -1.036
O -3.334 0.675 0.083
H 4.555 0.924 0.608
F 10.328 -5.007 0.671
H -1.648 5.084 2.196
H 2.370 -0.706 1.087
H 2.180 -1.481 -3.307
C -1.780 2.655 0.109
Cl 2.333 -1.879 6.792
H -0.829 0.029 -0.168
H 3.078 3.375 -2.234
H 0.763 0.259 2.008
H -6.566 2.989 1.557
C 1.142 3.205 -1.219
C -1.075 0.377 0.849
F -6.188 -3.010 -2.404
C -4.310 -2.393 -0.994
C -5.545 3.081 -0.524
N -6.669 2.224 -0.365
O -0.774 4.841 -3.520
Be 3.098 -7.846 -3.867
Li -9.019 4.113 1.423
Cl -1.180 2.149 2.735
C 0.141 2.106 -1.655
H 2.576 1.714 -1.913
H 0.617 -2.463 -3.210
F 11.570 -6.509 1.947
C -5.658 -3.239 -1.201
C -6.476 0.854 -0.884
H -1.889 1.445 -1.779
H 1.944 -2.996 -4.247
H -1.702 3.157 -2.074
C 1.721 -2.483 -3.288
O -2.356 4.822 1.586
H -1.615 6.355 -0.357
H -0.033 4.295 -3.950
H 3.021 -4.046 -2.588
F 5.983 -2.919 -0.822
B -1.791 4.276 0.417
C -2.577 -0.018 1.071
H 5.642 2.149 -0.023
H -0.648 -0.665 2.726
F 5.632 -1.288 0.984